DFT (ωB97M-V/def2-TZVPD) results for H4N4O as an isolated structure.

Geometry as XYZ:
```
9
H4N4O | OMol25 | ωB97M-V/def2-TZVPD
N 1.65374 0.41040 -0.29601
N -1.45103 0.59658 0.10644
N 0.42716 -0.82014 0.14456
N -0.84805 -0.72491 -0.08257
O 2.70538 0.10718 0.12251
H -0.86800 1.18147 0.73338
H -1.28930 1.04373 -0.71598
H 0.70803 -0.81530 1.14518
H -1.03793 -0.97901 -1.15751
```

Results
E_LUMO in eV: -0.251
Energy above the lowest of the compared OMol25 structures with the same formula, charge and spin in kJ/mol: 181.3
Gap between HOMO and LUMO in eV: 8.0

Here is what natural (NBO) gives for the atomic charges, in e: N 0.253; N -0.664; N -0.428; N -0.266; O -0.234; H 0.341; H 0.329; H 0.328; H 0.342

DFT (ωB97M-V/def2-TZVPD) results for a 2-piece molecular cluster, H4N4O overall.

Geometry as XYZ:
```
9
H4N4O | OMol25 | ωB97M-V/def2-TZVPD
N 1.04846 1.00407 0.07374
N 1.40136 -0.22290 0.27067
N -1.44389 0.49498 -0.06711
N -1.78663 -0.68658 0.19184
O -1.54322 -1.78258 -0.24561
H 0.73645 -0.88499 0.51421
H 2.03045 -0.63905 -0.42827
H -1.96709 1.29070 0.37737
H 1.52409 1.42637 -0.68684
```

Results
E_LUMO (alpha / beta) in eV: 0.905 / -0.795
Energy above the lowest of the compared OMol25 structures with the same formula, charge and spin in kJ/mol: 204.9
Gap between HOMO and LUMO (alpha / beta) in eV: 9.9 / 6.7

Here is what natural (NBO) gives for the atomic charges, in e: N -0.429; N -0.547; N -0.401; N 0.315; O -0.319; H 0.356; H 0.335; H 0.387; H 0.304

DFT (ωB97M-V/def2-TZVPD) results for a 2-piece molecular cluster, H4N4O overall.

Geometry as XYZ:
```
9
H4N4O | OMol25 | ωB97M-V/def2-TZVPD
N 2.38116 -0.30255 -0.21741
N -0.78980 0.98874 -0.16841
N -1.14807 -1.23242 0.07483
N -1.47827 -0.02851 0.12077
O 3.40624 0.31751 -0.03903
H -1.25843 1.78306 -0.21632
H 1.48134 -0.13891 0.35913
H -0.05843 -1.37211 -0.11802
H -2.53574 -0.01481 0.20447
```

Results
E_LUMO (alpha / beta) in eV: -0.150 / -0.146
Energy above the lowest of the compared OMol25 structures with the same formula, charge and spin in kJ/mol: 226.8
Gap between HOMO and LUMO (alpha / beta) in eV: 8.9 / 8.9

Here is what natural (NBO) gives for the atomic charges, in e: N -0.039; N -0.565; N -0.470; N 0.021; O -0.236; H 0.329; H 0.267; H 0.319; H 0.376

DFT (ωB97M-V/def2-TZVPD) results for a 2-piece molecular cluster, H4N4O overall.

Geometry as XYZ:
```
9
H4N4O | OMol25 | ωB97M-V/def2-TZVPD
N -2.53537 0.39314 -0.23430
N -2.62106 -1.85972 -0.00870
N 0.54929 0.60480 -0.02377
N -2.50319 -0.67538 0.20788
O -2.76192 1.51069 0.10734
H 0.04388 1.44369 0.21837
H -1.79317 -2.47759 -0.15915
H 1.52891 0.85187 -0.06900
H 0.47024 0.00453 0.79998
```

Results
E_LUMO in eV: -0.424
SMILES: [H]/N=N/N=O.N
Energy above the lowest of the compared OMol25 structures with the same formula, charge and spin in kJ/mol: 156.4
Gap between HOMO and LUMO in eV: 8.8

Here is what natural (NBO) gives for the atomic charges, in e: N 0.327; N -0.451; N -1.074; N 0.160; O -0.398; H 0.363; H 0.362; H 0.361; H 0.349